A molecular structure, C20H19CeCl5N3O2S5Se in a non-equilibrium geometry. Source: OMol25; level of theory: ωB97M-V/def2-TZVPD.

Results
spin multiplicity = 2
E_tot = -224678.2495 eV
LUMO level (alpha / beta) = -0.19 / -0.19 eV
relative energy (zero: lowest compared OMol25 entry of this formula, charge and spin) = 20.37 kcal per mole

Each line ends with the Mulliken spin population.
Geometry (Å):
Ce -0.49848 -0.78748 0.50850  1.005
Cl -0.41960 5.30322 4.15275  0.000
C -0.19294 3.60027 3.96639  0.000
C -1.27906 2.80926 3.67775  0.000
Cl -2.85128 3.32503 3.96358  0.000
C -1.03292 1.56270 3.14423  -0.001
Cl -2.30749 0.50605 2.56805  0.000
C 0.31070 1.07647 3.04147  0.000
O 0.61957 0.05355 2.26898  0.002
C 1.27463 1.68908 3.87836  0.000
Cl 2.78480 0.92018 4.06285  0.000
C 1.08920 3.00212 4.30113  0.000
Cl 2.24077 3.88665 5.12067  0.000
C 0.63699 -5.95591 -1.26355  0.000
S -0.81808 -5.34249 -0.34066  -0.001
C -0.11592 -4.43455 0.93059  -0.004
C -0.99238 -3.39856 1.41372  0.004
S -2.38087 -2.81499 0.49957  -0.006
S -0.66622 -2.92232 3.08128  0.000
C 0.91199 -3.59199 3.28357  0.000
S 2.05081 -3.21369 4.35239  -0.001
S 1.28524 -4.64155 1.91601  -0.001
H 0.29764 -6.63162 -2.07230  0.000
H 1.28590 -6.63264 -0.67136  0.000
H 1.17283 -5.05048 -1.64750  0.000
C -0.46565 3.09618 -0.88973  0.000
N -1.45548 2.53777 -1.90332  -0.001
C -1.36586 3.11814 -3.25580  0.000
C -2.18245 1.44137 -1.64205  0.002
O -1.78183 0.57848 -0.76951  0.002
N -3.30574 1.23660 -2.34195  0.000
C -3.71381 -0.16009 -2.59953  0.000
C -4.12032 2.24311 -2.98662  0.000
H 0.23794 2.26041 -0.65653  0.004
H -1.04366 3.34040 0.02033  0.000
H 0.10773 3.88735 -1.28044  0.000
H -0.33306 3.02908 -3.58127  0.000
H -1.68512 4.18492 -3.29906  0.000
H -1.98340 2.58859 -4.00610  0.000
H -3.86648 -0.75637 -1.70178  0.000
H -3.00364 -0.71983 -3.23450  0.000
H -4.72426 -0.04455 -2.97050  0.000
H -3.98310 3.29613 -2.64275  0.000
H -5.19286 2.00566 -2.89395  0.000
H -3.89396 2.18600 -4.05967  0.000
Se 1.34111 -1.99350 -1.44215  -0.007
C 3.05156 -1.40254 -0.87277  -0.001
C 4.06323 -1.28262 -1.89188  0.000
C 5.28892 -0.71300 -1.57907  0.000
N 5.60552 -0.33515 -0.33841  0.000
C 4.73002 -0.63738 0.64739  0.000
C 3.42798 -1.02228 0.43159  0.002
H 3.95762 -1.83244 -2.83211  0.000
H 6.11724 -0.69049 -2.37833  0.000
H 5.11151 -0.60957 1.63526  0.000
H 2.65446 -1.14667 1.17874  -0.001

---

A gas-phase ion, C5H8NO (charge +1) in a non-equilibrium geometry. Source: OMol25; level of theory: ωB97M-V/def2-TZVPD.

Results
total charge = +1
spin multiplicity = 1
E_tot = -8841.7700 eV
LUMO level (alpha / beta) = -5.80 / -5.80 eV
relative energy (zero: lowest compared OMol25 entry of this formula, charge and spin) = 68.97 kcal per mole

Each line ends with the Mulliken charge.
Geometry (Å):
C 0.65399 0.49485 -0.26346  0.677
C 1.41949 0.83728 -1.31132  -0.972
C 0.59723 0.41410 2.00819  -0.558
C -0.81313 0.57788 -0.23554  0.739
C -1.67292 -0.45723 0.35280  -1.096
N 1.24057 0.07735 0.95081  0.010
O -1.46574 1.44098 -0.95111  -0.334
H 2.48842 0.70620 -1.26256  0.281
H 1.03254 1.20269 -2.24634  0.252
H 1.04365 0.20296 2.97729  0.230
H -2.15314 -0.99152 -0.47740  0.368
H -2.49799 0.00450 0.89993  0.367
H -1.14963 -1.15984 0.99138  0.347
H 2.17004 -0.35629 0.90675  0.289
H -0.92431 2.11916 -1.39961  0.399